one) C36H20CaF8N4O4S as an isolated structure. Source: the OMol25 dataset; level of theory: wB97M-V/def2-TZVPD.

ORCA input file:
```
! RIJCOSX wB97M-V def2-TZVPD def2/J DEFGRID3
* xyz -2 1
Ca 0.530 -0.321 0.423
S 2.321 -3.348 0.518
F 0.058 -2.429 -1.238
F 0.166 -5.962 -4.330
F 2.296 -7.043 -3.018
F -0.917 -3.634 -3.412
F 3.303 -5.877 -0.837
F 6.150 0.226 5.220
F 5.707 -1.868 5.486
F 7.051 -1.238 3.916
O 2.100 -0.185 -1.289
O -0.137 1.489 1.856
O -2.488 -2.363 2.977
O -0.620 -1.719 1.895
N -2.136 -0.451 0.053
N 2.572 -0.470 1.959
N -0.693 2.682 -0.053
N 0.240 1.879 -0.687
C 2.134 0.356 -2.444
C -0.841 2.324 1.205
C -4.084 4.194 1.869
C 0.128 -4.177 -2.761
C 5.908 -0.922 4.547
C -4.164 0.761 -0.501
C -2.023 2.939 1.902
C -1.854 -1.743 2.116
C 1.733 -4.088 -0.902
C 0.606 2.289 -1.842
C -4.008 -0.481 1.546
C -4.717 0.348 0.736
C -4.851 1.592 -1.415
C -2.996 1.435 -2.944
C -2.693 -0.851 1.173
C 3.789 -0.628 1.446
C 2.409 -0.477 3.279
C -2.866 0.304 -0.819
C 1.585 2.115 -4.066
C -4.287 3.917 3.218
C -2.234 2.660 3.247
C 0.650 -3.571 -1.638
C -3.357 3.146 3.903
C -4.276 1.929 -2.609
C 1.749 -5.894 -2.562
C 2.259 -5.277 -1.437
C 2.976 0.302 -4.755
C 1.457 1.577 -2.778
C 2.885 -0.249 -3.500
C 4.912 -0.786 2.247
C 4.739 -0.785 3.618
C -2.308 0.641 -2.073
C 3.470 -0.634 4.154
C -2.961 3.708 1.216
C 0.673 -5.355 -3.234
C 2.327 1.509 -5.059
H -5.838 1.954 -1.150
H 1.066 3.045 -4.282
H -4.813 4.781 1.322
H -5.169 4.291 3.726
H 3.845 -0.642 0.365
H 2.399 1.948 -6.046
H 5.888 -0.921 1.806
H -2.798 3.893 0.162
H -1.323 0.263 -2.316
H 0.203 3.248 -2.188
H 1.392 -0.366 3.635
H 3.383 -1.182 -3.261
H -1.512 2.031 3.753
H 3.311 -0.646 5.224
H -3.515 2.911 4.950
H -4.804 2.570 -3.306
H 3.557 -0.205 -5.519
H -2.551 1.697 -3.896
H -4.383 -0.858 2.487
H -5.707 0.697 1.012
*
```

Summary:
Gap between HOMO and LUMO   6.1 eV

=====

two) C36H20CaF8N4O4S as an isolated structure. Source: the OMol25 dataset; level of theory: wB97M-V/def2-TZVPD.

ORCA input file:
```
! RIJCOSX wB97M-V def2-TZVPD def2/J DEFGRID3
* xyz -2 1
Ca -0.513 0.743 -1.281
S 1.399 -1.880 -2.480
F -5.645 -4.124 2.466
F 4.734 -5.416 -0.819
F 4.523 -4.639 1.787
F 2.893 -2.548 2.409
F -4.317 -4.367 4.152
F -5.300 -2.476 3.824
F 1.547 -1.258 0.527
F 3.363 -4.185 -2.726
O 0.727 1.625 0.301
O -1.982 -0.701 -1.763
O -1.294 3.550 -4.312
O -1.420 2.407 -2.366
N -1.227 1.723 1.604
N -1.338 -2.249 0.902
N 1.288 1.800 -2.633
N -1.817 0.956 0.564
C -0.822 2.893 -3.387
C -3.537 -3.050 2.361
C 2.288 -2.304 0.129
C 2.173 4.175 4.359
C 3.197 -3.732 -1.472
C -3.230 -0.790 -1.466
C -5.454 -1.711 -1.960
C 3.309 0.894 -1.650
C 2.157 2.637 2.497
C 0.771 2.726 2.420
C -3.404 -3.442 1.046
C 5.473 1.698 -2.375
C 2.329 -2.666 -1.219
C 4.669 0.859 -1.558
C 0.044 1.967 1.335
C -3.810 -0.171 -0.297
C -6.005 -1.116 -0.812
C 3.824 -4.004 0.824
C 0.786 4.267 4.281
C -2.573 -2.243 2.945
C 1.465 3.579 -4.248
C 3.922 -4.388 -0.492
C 3.470 2.618 -3.357
C -4.118 -1.558 -2.272
C -3.049 0.663 0.669
C 2.999 -2.950 1.129
C -5.166 -0.360 -0.012
C -2.279 -3.013 0.354
C 2.856 3.351 3.468
C 0.091 3.541 3.321
C -4.701 -3.502 3.188
C 2.815 3.525 -4.225
C 0.723 2.699 -3.414
C -1.491 -1.862 2.174
C 2.676 1.773 -2.570
C 4.885 2.562 -3.247
H -3.597 1.042 1.533
H -0.989 3.592 3.250
H -0.725 -1.203 2.574
H 0.246 4.906 4.971
H 6.554 1.659 -2.292
H 5.484 3.228 -3.861
H -7.051 -1.239 -0.562
H 5.137 0.182 -0.853
H 0.907 4.260 -4.874
H 3.413 4.181 -4.853
H -2.127 -3.281 -0.688
H 2.717 4.747 5.103
H -6.088 -2.298 -2.617
H -3.688 -2.019 -3.155
H 3.935 3.266 3.526
H -4.157 -4.044 0.557
H -5.562 0.115 0.883
H 2.684 0.287 -1.014
H -2.664 -1.911 3.974
H 2.669 2.007 1.779
*
```

Summary:
Gap between HOMO and LUMO   6.3 eV

=====

Which structure is the least stable? The one labeled two).

=====

one) A 2-piece molecular cluster, CH3NO2P overall. Source: the OMol25 dataset; level of theory: wB97M-V/def2-TZVPD.

ORCA input file:
```
! RIJCOSX wB97M-V def2-TZVPD def2/J DEFGRID3
* xyz -1 1
P 0.993 -1.728 0.324
O -0.430 -2.370 0.912
O 0.815 -1.830 -1.176
N 1.541 0.975 0.361
C 0.639 0.124 0.244
H -0.573 0.495 -0.495
H -1.273 -2.075 0.559
H 1.449 1.758 -0.286
*
```

Summary:
Gap between HOMO and LUMO   7.6 eV

=====

two) An isolated ion of composition CH3NO2P and charge -1. Source: the OMol25 dataset; level of theory: wB97M-V/def2-TZVPD.

ORCA input file:
```
! RIJCOSX wB97M-V def2-TZVPD def2/J DEFGRID3
* xyz -1 1
P 0.894 -0.057 -0.380
O 1.679 -1.165 0.215
O 1.588 1.301 0.259
N -1.456 -0.997 0.209
C -0.845 0.344 -0.131
H 1.938 0.851 1.033
H -2.422 -1.190 -0.278
H -1.377 0.914 -0.927
*
```

Summary:
Structure (SMILES)   [H]/N=C/P([O-])O
Gap between HOMO and LUMO (alpha / beta)   6.7 / 6.7 eV

=====

Which structure is the least stable? The one labeled two).

=====

one) A 2-piece molecular cluster, C2H3F3 overall. Source: the OMol25 dataset; level of theory: wB97M-V/def2-TZVPD.

ORCA input file:
```
! RIJCOSX wB97M-V def2-TZVPD def2/J DEFGRID3
* xyz 0 1
F 0.640 1.754 -0.093
F 2.739 -0.027 -0.218
F -3.195 0.077 -0.233
C 0.463 0.430 -0.004
C 1.470 -0.425 -0.065
H 1.338 -1.499 0.006
H -2.884 -0.428 0.479
H -0.571 0.118 0.129
*
```

Summary:
Structure (SMILES)   F/C=C\F.F
Gap between HOMO and LUMO   10.6 eV

=====

two) One molecule with the formula C2H3F3. Source: the OMol25 dataset; level of theory: wB97M-V/def2-TZVPD.

ORCA input file:
```
! RIJCOSX wB97M-V def2-TZVPD def2/J DEFGRID3
* xyz 0 1
F -1.291 -0.812 -0.919
F 0.036 1.747 -0.429
F -1.312 -0.280 1.218
C -0.464 -0.559 0.114
C 0.567 0.578 -0.087
H 0.206 -1.613 0.164
H 1.079 0.599 0.791
H 1.179 0.339 -0.851
*
```

Summary:
Structure (SMILES)   FCC(F)F
Gap between HOMO and LUMO   12.8 eV

=====

Which structure is the least stable? The one labeled one).

=====

one) A 6-piece molecular cluster, H11O5S overall. Source: the OMol25 dataset; level of theory: wB97M-V/def2-TZVPD.

ORCA input file:
```
! RIJCOSX wB97M-V def2-TZVPD def2/J DEFGRID3
* xyz -1 1
S -1.105 0.012 -1.123
O 1.390 1.982 -2.734
O 1.662 -0.956 0.403
O 0.007 3.685 -0.218
O 0.499 -1.893 2.833
O -1.809 -2.600 0.952
H -2.030 0.757 -0.545
H -1.779 -3.400 0.419
H 0.888 1.318 -2.235
H 0.918 -0.734 -0.198
H 1.852 -1.863 0.135
H -1.673 -1.878 0.308
H 1.023 -1.524 2.091
H 1.329 2.782 -2.206
H -0.458 3.412 0.584
H -0.403 3.138 -0.907
H -0.310 -2.240 2.440
*
```

Summary:
Gap between HOMO and LUMO   7.9 eV

=====

two) A 6-piece molecular cluster, H11O5S overall. Source: the OMol25 dataset; level of theory: wB97M-V/def2-TZVPD.

ORCA input file:
```
! RIJCOSX wB97M-V def2-TZVPD def2/J DEFGRID3
* xyz -1 1
S -0.207 0.513 0.058
O -1.581 -4.321 0.973
O 0.159 2.774 -2.193
O 0.636 2.231 3.310
O 3.038 1.221 -0.360
O -1.316 -2.339 -1.325
H -0.173 2.336 -1.382
H 3.385 0.590 0.259
H -0.127 1.853 2.855
H 1.341 1.617 3.103
H -2.468 -4.542 0.694
H -1.141 -4.042 0.158
H -1.254 0.601 -0.764
H 0.120 3.733 -2.109
H -1.474 -1.587 -0.733
H 2.081 1.362 -0.378
H -1.018 -2.000 -2.165
*
```

Summary:
Gap between HOMO and LUMO   7.5 eV

=====

Which structure is the least stable? The one labeled two).

=====

one) An isolated ion of composition C6H6N and charge +1. Source: the OMol25 dataset; level of theory: wB97M-V/def2-TZVPD.

ORCA input file:
```
! RIJCOSX wB97M-V def2-TZVPD def2/J DEFGRID3
* xyz 1 1
N -1.763 0.217 -0.272
C -0.110 -1.432 -0.178
C -2.648 -0.040 0.373
C 1.256 -1.288 0.023
C 1.664 0.026 0.099
C -0.519 0.007 -0.653
C 0.589 0.956 -0.006
H 2.543 0.577 0.423
H 1.796 -2.238 0.153
H -0.463 0.182 -1.689
H 0.760 1.825 -0.513
H -3.522 0.055 1.075
H 0.416 1.153 1.165
*
```

Summary:
Gap between HOMO and LUMO (alpha / beta)   7.8 / 7.8 eV

=====

two) An isolated ion of composition C6H6N and charge +1. Source: the OMol25 dataset; level of theory: wB97M-V/def2-TZVPD.

ORCA input file:
```
! RIJCOSX wB97M-V def2-TZVPD def2/J DEFGRID3
* xyz 1 1
N -0.591 -0.453 -0.134
C 1.418 -1.683 -0.030
C -1.905 -0.815 0.037
C 1.903 -0.540 0.154
C 2.604 0.766 0.089
C -0.097 0.910 -0.125
C 1.311 0.841 -0.119
H -2.191 -1.207 -0.910
H -2.673 -0.256 0.544
H -0.630 1.370 -1.103
H -0.676 1.521 0.559
H -1.974 -1.635 0.745
H 3.502 1.182 0.293
*
```

Summary:
Gap between HOMO and LUMO (alpha / beta)   9.1 / 6.8 eV

=====

three) An isolated ion of composition C6H6N and charge +1. Source: the OMol25 dataset; level of theory: wB97M-V/def2-TZVPD.

ORCA input file:
```
! RIJCOSX wB97M-V def2-TZVPD def2/J DEFGRID3
* xyz 1 1
N -0.205 -0.723 0.204
C -0.386 1.444 -0.215
C -1.548 -1.002 -0.191
C 2.007 0.489 -0.179
C -2.092 0.294 0.051
C -1.714 1.512 0.174
C 0.471 0.440 0.208
H 1.981 -0.417 -0.695
H -0.018 -0.866 1.222
H -1.467 -1.309 -1.276
H 2.352 1.647 -0.566
H 2.521 0.333 0.822
H -1.903 -1.844 0.440
*
```

Summary:
Gap between HOMO and LUMO (alpha / beta)   7.4 / 7.4 eV

=====

four) C6H6N as an isolated structure. Source: the OMol25 dataset; level of theory: wB97M-V/def2-TZVPD.

ORCA input file:
```
! RIJCOSX wB97M-V def2-TZVPD def2/J DEFGRID3
* xyz 1 1
N -1.554 -1.050 0.171
C -0.946 0.047 0.251
C 1.416 1.006 0.490
C -1.076 1.401 0.014
C 0.584 0.011 0.159
C 0.649 -1.323 -0.358
C -0.643 -1.832 -0.407
H -0.641 2.029 0.698
H 2.421 0.763 0.849
H 1.513 -1.847 -0.988
H -0.782 -2.822 -0.750
H -1.947 1.610 -0.596
H 1.006 2.006 0.465
*
```

Summary:
Gap between HOMO and LUMO   7.6 eV

=====

Which structure is the least stable? The one labeled two).